[1]
The following is a quantum chemistry calculation of a cluster of 2 separate species, C3H11N2S in total, from the Open Molecules 2025 dataset.

Computed properties:
Strongest force on any atom in eV/Å: 1.0
2S+1: 2
Frontier orbital gap (spin up / spin down) in eV: 12.5 / 7.5
LUMO energy (spin up / spin down) in eV: -7.21 / -12.21
Expectation value of S²: 0.75
Energy in Eh: -627.9211
Charge: +2

```
17
Properties=species:S:1:pos:R:3:forces:R:3:mulliken_spin:R:1
N 0.45326 1.80228 2.71786 -0.0710 0.0699 -0.4564 0.000
C 0.45824 0.98493 1.70402 0.1088 0.0982 0.1754 -0.009
N 1.47222 0.85248 0.87506 -0.2697 0.3089 -0.2405 0.003
H 1.17891 2.50047 2.82203 0.0498 -0.0307 0.3263 0.000
H -0.35336 1.86117 3.32325 0.0102 0.0525 0.0675 0.000
H -0.42786 0.38338 1.54865 0.0789 -0.1783 0.1081 0.001
H 1.40755 0.25775 0.05293 0.1683 0.3488 0.5717 0.016
H 2.23757 1.51616 0.91317 0.1945 -0.2447 -0.0645 -0.003
C -1.24131 -1.86620 -0.51006 0.0638 0.0608 0.0037 -0.027
S 0.34086 -1.57208 -1.28129 -0.8209 0.0603 -0.5259 0.898
C -0.14079 -0.41875 -2.57916 0.5857 -0.0859 0.2965 -0.034
H -1.84271 -2.48737 -1.18487 0.0478 -0.0905 0.0186 0.047
H -1.76179 -0.91132 -0.40191 -0.0088 0.0018 -0.0564 0.031
H -1.11158 -2.35469 0.45323 0.0966 -0.1561 -0.0969 0.000
H 0.77710 -0.07954 -3.05653 -0.0404 -0.0822 -0.1343 -0.001
H -0.80826 -0.89380 -3.30195 -0.0441 -0.1003 0.0656 0.035
H -0.63806 0.42513 -2.09444 -0.1495 -0.0324 -0.0586 0.040
```
Forces are in eV/Å.

[2]
The following is a quantum chemistry calculation of a cluster of 2 separate species, CH2N2S2 in total at a distorted geometry, from the Open Molecules 2025 dataset.

Computed properties:
Strongest force on any atom in eV/Å: 5.7
Frontier orbital gap (spin up / spin down) in eV: 7.4 / 7.4
LUMO energy (spin up / spin down) in eV: -1.36 / -1.36
SMILES: N=C=S.N=S
Energy in Eh: -945.0952

```
7
Properties=species:S:1:pos:R:3:forces:R:3:lowdin_charge:R:1
C -0.06324 -0.67406 1.39142 5.4680 -0.2609 -1.4186 -1.017
N 1.10368 -0.81103 1.15946 -0.1512 -0.0898 0.4580 0.123
N -0.72732 1.13818 -1.20550 0.3731 0.2863 -0.2847 -0.487
S -1.52691 -0.76930 1.58818 -5.2326 -0.0138 1.0819 0.771
S -0.68356 -0.17546 -2.01940 -0.2302 -0.6561 -0.1649 0.583
H -0.04145 1.74576 -1.66780 -0.1181 0.4194 0.3276 -0.049
H 1.93881 -0.45409 0.75364 -0.1090 0.3148 0.0008 0.075
```
Forces are in eV/Å.

[3]
The following is a quantum chemistry calculation of a structure of composition C55H88BrN13PTl at a distorted geometry, from the Open Molecules 2025 dataset.

Computed properties:
Strongest force on any atom in eV/Å: 1.9
Frontier orbital gap in eV: 6.3
LUMO energy in eV: -4.52
Energy in Eh: -5947.5665
Charge: +2

```
159
Properties=species:S:1:pos:R:3:forces:R:3:lowdin_charge:R:1
Tl -0.66659 -1.31419 0.06268 -0.3792 1.1200 -0.0223 1.006
C 0.46506 -5.84263 -2.88578 0.1114 0.1689 -0.1102 -0.050
N 1.09749 -5.45631 -1.63405 -0.2603 -0.0192 0.2103 -0.187
C 2.00341 -6.43014 -1.04609 -0.0017 0.0232 -0.0622 -0.057
C 0.44396 -4.53902 -0.79647 0.1886 -0.4853 0.1443 -0.376
N 0.40907 -3.27093 -1.01538 0.0902 -0.3666 -0.6827 -0.021
C 1.14605 -2.70998 -2.13760 0.4104 -0.1725 -0.0009 -0.215
C 2.25661 -1.80693 -1.62376 0.0078 -0.2005 -0.2236 -0.164
N 1.73210 -0.50693 -1.20713 0.4483 -0.1098 -0.1260 -0.205
C 2.66416 0.12458 -0.30414 0.1105 0.0515 0.4715 -0.188
C 2.02261 1.24430 0.48944 0.1957 0.2565 -0.0845 -0.134
N 2.49086 1.41337 1.88484 0.6737 0.2176 -0.0603 -0.073
C 2.11909 2.60838 2.47547 0.0182 0.0413 0.0940 -0.309
N 2.10542 2.85212 3.80475 0.1447 0.2299 0.0081 -0.104
C 3.12134 2.66261 4.83779 -0.2330 0.0013 0.1595 -0.028
C 1.01666 3.67392 4.35093 -0.0887 -0.0365 0.0408 -0.009
N 1.72695 3.67666 1.73059 0.1299 -0.1453 -0.3007 -0.104
C 0.73616 3.78345 0.65090 1.0070 0.3171 -0.1943 -0.096
C 2.19174 5.00936 2.13353 -0.0439 0.0407 -0.0638 -0.013
C 1.40373 0.33147 -2.35737 0.1007 0.1410 -0.1612 -0.156
C -0.03154 0.79447 -2.35644 -0.2833 0.0558 -0.3222 -0.228
N -0.92887 -0.33838 -2.40047 -0.4490 0.0694 -0.0925 0.021
C -1.85120 -0.40797 -3.30945 0.1763 0.0167 -0.0948 -0.374
N -2.16497 0.60589 -4.19710 -0.2281 0.0440 0.0352 -0.162
C -2.55744 0.31495 -5.56870 0.0405 0.0787 0.0420 -0.050
C -2.52248 1.93212 -3.72298 0.1036 -0.0665 -0.0279 -0.051
N -2.54014 -1.58034 -3.50757 -0.0949 -0.0884 0.0995 -0.136
C -2.01463 -2.81848 -2.96663 -0.0217 0.0637 -0.0614 -0.059
C -3.99437 -1.53604 -3.63844 0.0687 0.0173 -0.0823 -0.032
N -0.11757 -5.05304 0.33935 0.0334 0.0530 0.0497 -0.124
C -0.64349 -6.40749 0.39683 0.0587 -0.0124 0.0439 -0.029
C -0.50740 -4.19949 1.44410 0.3228 -0.5884 -0.4678 -0.109
H -0.48465 -5.32032 -3.00354 0.0391 -0.0026 -0.0238 0.082
H 0.26742 -6.91912 -2.89796 -0.0439 0.0140 0.0278 0.091
H 1.09463 -5.61122 -3.75016 -0.0085 -0.0261 -0.0002 0.091
H 1.57234 -7.43574 -0.98918 -0.0229 0.0193 0.0124 0.085
H 2.28033 -6.11359 -0.04228 0.0124 -0.0089 0.0066 0.092
H 2.91419 -6.49176 -1.64599 -0.0202 -0.0067 -0.0033 0.094
H 0.45203 -2.11100 -2.73260 0.2917 -0.0981 0.0607 0.072
H 1.59688 -3.46747 -2.78111 -0.0717 -0.1037 0.0440 0.116
H 3.03734 -1.69631 -2.39092 -0.0194 0.0657 0.0104 0.136
H 2.71428 -2.29818 -0.76334 0.0279 0.0068 0.0237 0.116
H 3.57483 0.47521 -0.81751 0.0137 -0.0392 0.0550 0.148
H 2.94179 -0.63489 0.39997 0.0739 -0.2294 -0.0393 0.046
H 0.95053 1.04770 0.53036 0.0479 -0.0203 0.1028 0.075
H 2.22105 2.18386 -0.01437 -0.0715 0.0680 -0.0813 0.114
H 2.68644 2.14677 5.69381 -0.0328 -0.0102 -0.0383 0.106
H 3.46095 3.65188 5.16234 0.0274 0.0058 -0.0543 0.115
H 3.96646 2.10017 4.50161 0.1367 -0.0861 -0.0553 0.026
H 0.56514 3.10482 5.16533 0.0437 -0.0111 0.0240 0.107
H 0.25130 3.86766 3.60954 -0.0186 -0.0314 -0.0425 0.090
H 1.39224 4.61808 4.74927 0.0140 -0.0079 -0.0234 0.103
H 0.18046 2.86986 0.49838 1.0302 0.7931 -0.2894 0.022
H 1.21287 4.09815 -0.28021 0.1364 0.1381 0.0093 0.121
H 0.01821 4.55542 0.93337 0.4469 -0.2602 0.3155 0.084
H 2.97592 4.95184 2.88139 0.0135 -0.0481 0.0167 0.094
H 1.37391 5.62641 2.50879 -0.0218 -0.0158 0.0280 0.100
H 2.59850 5.49629 1.24577 -0.0061 -0.0123 0.0037 0.110
H 1.57774 -0.21947 -3.28604 0.0400 -0.0039 0.0445 0.135
H 2.06088 1.21038 -2.39231 0.0384 -0.0362 0.0163 0.133
H -0.14522 1.45145 -3.22032 -0.0965 0.1508 -0.0143 0.115
H -0.23010 1.38386 -1.44988 0.0249 -0.0994 -0.0634 0.082
H -2.34185 -0.72137 -5.81047 0.0157 -0.0019 0.0088 0.095
H -1.98945 0.95421 -6.24785 -0.0194 0.0163 0.0019 0.095
H -3.62144 0.50687 -5.73994 -0.0095 -0.0322 0.0133 0.088
H -2.49187 1.95153 -2.63844 0.0172 0.0152 0.0106 0.053
H -3.54177 2.17599 -4.04047 -0.0047 -0.0076 0.0232 0.097
H -1.85724 2.70536 -4.11809 -0.0067 0.0065 -0.0068 0.095
H -1.03736 -3.03726 -3.39672 -0.1909 -0.0017 -0.0068 0.075
H -2.69397 -3.62495 -3.23596 -0.0400 -0.0203 -0.0413 0.101
H -1.90942 -2.80395 -1.87768 -0.1184 -0.0073 -0.0595 0.038
H -4.32856 -2.13930 -4.48410 0.0069 0.0091 -0.0172 0.099
H -4.33332 -0.51352 -3.78434 0.0199 -0.0023 -0.0136 0.087
H -4.46930 -1.92072 -2.73303 -0.0070 -0.0145 0.0867 0.078
H -0.60843 -6.88219 -0.57905 0.0356 0.0147 -0.0016 0.083
H -1.68843 -6.37420 0.71355 -0.0128 0.0023 -0.0004 0.095
H -0.09337 -7.02284 1.11274 -0.0020 -0.0038 -0.0119 0.100
H -1.59706 -4.09596 1.50101 0.0847 0.0142 -0.0370 0.079
H -0.06508 -3.21418 1.32231 0.0603 -0.4567 0.2571 -0.025
H -0.15989 -4.63068 2.38578 0.0046 -0.0983 -0.1322 0.107
C 5.16814 2.52284 2.18410 -0.0068 -0.0656 -0.1295 -0.081
C 5.13268 1.09851 2.73770 -0.1829 0.0722 0.5454 -0.423
C 6.00602 1.02898 4.01195 -0.0149 -0.0158 -0.1701 -0.090
P 3.42038 0.25904 2.82285 0.5077 0.1097 -0.6127 1.178
C 3.99034 -1.41387 2.17720 -0.6564 0.0594 -0.3985 -0.449
C 5.15931 -1.96736 3.00269 -0.0179 -0.0050 0.1028 -0.068
C 2.81054 -2.38883 2.20556 0.0750 -0.1037 -0.1735 -0.098
C 2.41709 -0.08037 4.17410 0.5488 0.1108 0.8509 -0.306
C 3.03517 -0.51736 5.38435 -0.2654 0.1335 -0.0350 -0.082
C 2.32707 -0.72564 6.53030 -0.2313 0.0887 0.0766 -0.281
C 2.94215 -1.29152 7.78198 -0.1048 0.0815 -0.0236 -0.046
C 0.94647 -0.34824 6.49975 0.3418 -0.0417 -0.0652 -0.021
C 0.32512 0.05452 5.35813 -0.1266 0.0159 -0.1647 -0.018
C 0.99004 0.05495 4.06995 -0.2915 -0.3362 -0.2878 -0.311
N 0.40416 0.11895 2.88579 -0.3896 -0.2067 0.1513 0.082
C -1.00107 -0.02661 2.78923 0.0036 0.4788 0.6440 -0.315
C -1.63180 -1.23331 3.14759 -0.1614 -0.1262 0.2392 -0.249
C -0.85400 -2.41492 3.67182 -0.1609 0.1800 0.2694 -0.045
C -3.01201 -1.34884 3.03233 0.1168 0.0424 0.1359 -0.018
C -3.81394 -0.30982 2.57669 0.0860 0.3872 0.5542 -0.258
C -5.31423 -0.44459 2.52958 0.0955 0.1513 0.7682 -0.022
C -3.17760 0.85937 2.18682 -0.1237 -0.1052 1.2458 -0.029
C -1.79585 1.00605 2.26266 0.1746 0.1879 0.3764 -0.169
C -1.16349 2.27857 1.75757 0.0733 -1.5088 1.1827 -0.058
H 6.21599 2.81797 2.09870 -0.0203 -0.0071 -0.0104 0.102
H 4.69313 3.23996 2.85249 0.0057 0.0351 -0.0005 0.063
H 4.71801 2.60983 1.19522 -0.0023 -0.0055 0.0236 0.080
H 5.58303 0.45041 1.98230 -0.0179 0.0174 -0.0059 0.101
H 5.94506 1.95511 4.58190 -0.0093 0.0152 -0.0031 0.085
H 7.05035 0.90265 3.72399 -0.0124 0.0330 -0.0175 0.100
H 5.75082 0.21508 4.67857 0.0213 -0.1023 0.0752 0.055
H 4.36872 -1.30246 1.16300 0.0679 0.0961 -0.0260 0.100
H 5.49781 -2.86622 2.48426 -0.0431 -0.0262 0.0432 0.102
H 4.85507 -2.26685 4.00419 -0.0305 0.0539 0.0336 0.086
H 6.01770 -1.30279 3.06785 -0.0389 -0.0613 -0.0200 0.064
H 2.53167 -2.60580 3.23677 -0.0238 0.0306 -0.0027 0.088
H 3.10355 -3.32780 1.72839 -0.0014 0.0177 0.0115 0.095
H 1.92398 -2.00157 1.69367 0.0654 0.0229 0.0415 0.046
H 4.10455 -0.67058 5.41171 0.0951 -0.0785 -0.0103 0.088
H 4.02215 -1.40354 7.68217 -0.0241 0.0120 0.0012 0.077
H 2.52173 -2.27374 8.00770 0.0350 -0.0051 0.0033 0.085
H 2.74136 -0.65446 8.64570 0.0408 -0.0065 -0.0100 0.083
H 0.38574 -0.37934 7.42896 -0.0213 0.0128 -0.0489 0.124
H -0.71578 0.35321 5.38250 -0.0601 -0.0969 -0.0206 0.123
H -1.30959 -3.34635 3.33124 -0.0223 0.3324 0.3890 0.052
H -0.85519 -2.43123 4.76432 0.0417 0.0438 0.0053 0.097
H 0.18774 -2.38639 3.34892 -0.0805 0.0083 0.0580 0.059
H -3.47610 -2.28766 3.32270 -0.0214 -0.0183 0.0093 0.134
H -5.61022 -1.45122 2.23144 0.0536 0.2711 0.2822 0.071
H -5.75247 0.26550 1.82854 -0.0334 0.0159 0.5053 0.072
H -5.75010 -0.25469 3.51254 0.0369 0.0126 0.0611 0.100
H -3.76888 1.69625 1.82293 0.2272 -0.4234 0.9397 0.092
H -1.68690 3.16573 2.12132 0.1641 0.0053 -0.0519 0.120
H -1.20157 2.30139 0.65981 0.2031 -0.7961 1.4235 0.033
H -0.12233 2.30521 2.07055 -0.5667 -0.3119 0.5096 0.049
Br -1.98873 7.54550 0.78703 0.0325 -0.0015 -0.0101 0.783
C -2.37717 5.73647 0.41766 -0.0870 0.0463 0.1455 -0.687
C -3.49707 5.14284 0.97333 -0.0338 0.0232 0.0160 -0.092
C -3.74854 3.79993 0.73203 -0.0623 -0.0866 -0.2423 -0.020
C -2.88248 3.03707 -0.05134 -1.1787 0.3788 -0.8866 -0.303
C -1.76634 3.65840 -0.60475 -0.7195 0.7310 -1.0488 -0.084
C -1.51712 5.00237 -0.38358 -0.5522 -0.0601 -0.5775 -0.151
N -3.03339 1.63378 -0.17754 -0.2216 0.3321 -1.3567 0.103
C -4.19950 1.15269 -0.29692 -0.0884 0.0513 -0.8708 -0.084
C -4.51768 -0.28648 -0.17254 0.1285 -0.0131 -0.6624 -0.287
C -5.85306 -0.66612 -0.20842 -0.1223 -0.3053 -0.6615 -0.043
C -6.18762 -1.99312 0.02155 -0.0282 0.0237 -0.4751 -0.053
C -5.16873 -2.89105 0.28704 0.0443 0.0154 -0.1440 -0.033
C -3.86080 -2.41941 0.28528 -0.0869 0.0375 -0.3088 -0.155
N -3.53138 -1.15422 0.04996 -0.1760 -0.4216 -0.5219 0.082
H -4.16630 5.71746 1.59958 0.0155 0.0024 -0.0205 0.114
H -4.60998 3.33091 1.19080 -0.0227 0.1112 0.0006 0.118
H -1.09755 3.09114 -1.24257 -0.1030 0.0786 0.0591 0.103
H -0.64897 5.47790 -0.82176 -0.1564 0.0331 -0.0896 0.113
H -5.06976 1.79939 -0.45766 -0.0366 0.0061 0.1166 0.144
H -6.61963 0.07599 -0.39441 -0.0106 -0.0150 0.0006 0.131
H -7.22088 -2.31342 0.00323 0.0027 0.0140 0.0181 0.126
H -5.37354 -3.93241 0.49445 -0.0072 -0.0063 -0.0048 0.119
H -3.04007 -3.10487 0.48570 -0.0630 0.0919 -0.0485 0.083
```
Forces are in eV/Å.